DFT (the ωB97M-V functional and the def2-TZVPD basis) results for a cluster of 16 separate species, C69H168N16O9 in total.

Values from the calculation:
highest occupied orbital energy	-8.1770	eV
charge	0
Kohn-Sham gap	8.4	eV

Geometry (Å):
C -4.570 1.566 -8.893
C -5.050 1.886 -7.483
N -3.972 1.943 -6.510
C -4.464 2.517 -5.259
C -3.384 2.894 -4.260
C -3.340 0.630 -6.289
C -4.256 -0.478 -5.814
H -4.254 0.533 -9.058
H -3.767 2.236 -9.200
H -5.378 1.691 -9.619
H -5.498 2.880 -7.549
H -5.857 1.218 -7.149
H -5.043 3.426 -5.460
H -5.278 1.882 -4.869
H -2.692 3.635 -4.659
H -3.832 3.263 -3.334
H -2.793 2.038 -3.925
H -2.570 0.753 -5.519
H -2.702 0.428 -7.153
H -3.644 -1.323 -5.486
H -4.909 -0.769 -6.640
H -4.866 -0.271 -4.934
C 1.392 3.214 0.744
C 0.456 2.033 0.822
N 0.623 1.037 -0.238
C 0.422 1.595 -1.596
C -1.021 2.038 -1.869
C -0.188 -0.160 -0.085
C 0.506 -1.192 0.817
H 1.446 3.767 -0.195
H 2.410 3.029 1.095
H 1.049 4.004 1.418
H 0.585 1.458 1.740
H -0.574 2.423 0.820
H 1.150 2.394 -1.752
H 0.747 0.794 -2.268
H -1.075 2.293 -2.936
H -1.760 1.253 -1.711
H -1.282 2.966 -1.358
H -0.382 -0.693 -1.020
H -1.186 0.031 0.332
H 0.723 -0.797 1.808
H 1.382 -1.627 0.338
H -0.236 -1.988 0.926
C -4.608 -0.567 1.410
C -5.365 0.102 0.279
N -4.670 -0.041 -1.001
C -4.519 -1.425 -1.396
C -3.753 -1.618 -2.685
C -5.179 0.866 -2.033
C -6.630 0.551 -2.467
H -4.969 -0.381 2.427
H -3.549 -0.302 1.483
H -4.611 -1.661 1.391
H -6.370 -0.333 0.234
H -5.414 1.160 0.538
H -3.946 -1.961 -0.634
H -5.491 -1.950 -1.383
H -3.236 -2.583 -2.678
H -4.343 -1.591 -3.603
H -2.907 -0.929 -2.761
H -4.465 0.850 -2.860
H -5.117 1.879 -1.630
H -7.220 0.361 -1.573
H -6.607 -0.329 -3.107
H -7.137 1.396 -2.934
C -2.420 -3.931 1.607
C -3.758 -4.620 1.296
N -3.796 -5.098 -0.094
C -5.153 -5.406 -0.555
C -5.713 -6.750 -0.094
C -2.833 -6.164 -0.291
C -2.672 -6.587 -1.755
H -1.734 -4.682 2.002
H -2.643 -3.154 2.339
H -1.957 -3.471 0.737
H -4.024 -5.406 2.017
H -4.566 -3.892 1.405
H -5.176 -5.306 -1.644
H -5.842 -4.625 -0.220
H -5.124 -7.539 -0.568
H -6.747 -6.891 -0.403
H -5.619 -6.865 0.985
H -1.826 -5.870 0.005
H -3.141 -7.042 0.295
H -3.634 -6.752 -2.247
H -2.264 -5.735 -2.310
H -2.044 -7.462 -1.899
C 2.538 -5.213 7.058
C 3.092 -3.957 6.425
N 2.405 -2.728 6.796
C 3.070 -1.469 6.478
C 4.516 -1.362 6.922
C 1.000 -2.732 6.400
C 0.733 -2.746 4.896
H 1.537 -5.464 6.695
H 2.366 -5.009 8.123
H 3.162 -6.101 6.995
H 4.152 -3.917 6.691
H 3.181 -4.149 5.342
H 2.971 -1.152 5.432
H 2.491 -0.716 7.026
H 4.869 -0.337 6.790
H 4.655 -1.620 7.973
H 5.188 -1.982 6.328
H 0.543 -1.833 6.824
H 0.464 -3.587 6.818
H 1.107 -3.627 4.374
H 1.149 -1.848 4.434
H -0.350 -2.661 4.786
C 4.597 -6.629 0.036
C 4.103 -5.982 1.355
N 2.769 -6.375 1.738
C 1.701 -5.843 0.895
C 1.743 -4.347 0.723
C 2.618 -7.774 2.078
C 1.445 -8.017 3.044
H 5.584 -6.228 -0.206
H 3.924 -6.322 -0.767
H 4.624 -7.715 0.091
H 4.857 -6.159 2.127
H 4.128 -4.903 1.179
H 1.609 -6.383 -0.059
H 0.777 -6.106 1.422
H 2.450 -4.062 -0.063
H 0.791 -3.971 0.344
H 1.961 -3.788 1.633
H 3.539 -8.098 2.570
H 2.571 -8.437 1.201
H 0.443 -8.071 2.625
H 1.419 -7.217 3.789
H 1.691 -8.905 3.629
C 8.380 -2.104 3.420
C 7.298 -1.072 3.661
N 6.321 -0.984 2.571
C 5.432 0.141 2.819
C 4.447 0.402 1.692
C 5.598 -2.209 2.286
C 4.574 -2.678 3.345
H 7.976 -3.111 3.561
H 9.207 -1.968 4.116
H 8.749 -2.062 2.395
H 6.751 -1.204 4.604
H 7.801 -0.102 3.650
H 4.878 -0.032 3.758
H 6.011 1.048 2.996
H 4.998 0.479 0.752
H 3.698 -0.384 1.564
H 3.912 1.335 1.861
H 6.320 -3.025 2.171
H 5.132 -2.220 1.297
H 3.756 -1.969 3.458
H 5.122 -2.764 4.284
H 4.225 -3.651 3.005
C 3.423 1.625 -4.678
C 3.458 2.883 -3.841
O 2.611 3.750 -3.968
N 4.458 2.975 -2.933
C 4.658 4.109 -2.066
H 3.347 1.885 -5.733
H 2.472 1.130 -4.465
H 4.264 0.956 -4.513
H 5.266 2.391 -3.048
H 4.196 4.064 -1.077
H 4.327 5.038 -2.534
H 5.732 4.193 -1.893
C -0.892 -1.008 -4.875
C 0.515 -1.475 -4.608
O 1.438 -0.903 -5.193
N 0.757 -2.474 -3.746
C -0.284 -3.243 -3.086
H -1.694 -1.675 -4.550
H -1.105 -0.810 -5.924
H -1.072 -0.073 -4.336
H 1.713 -2.749 -3.554
H 0.238 -3.969 -2.460
H -0.946 -3.774 -3.771
H -0.880 -2.635 -2.400
C 2.003 1.462 4.420
C 3.159 2.284 4.979
O 4.029 2.616 4.189
N 3.148 2.521 6.301
C 4.178 3.284 6.982
H 2.357 0.605 3.851
H 1.420 2.079 3.735
H 1.330 1.088 5.197
H 2.335 2.298 6.846
H 5.016 3.453 6.309
H 4.542 2.713 7.837
H 3.815 4.261 7.302
C -3.297 7.254 1.448
C -4.036 5.935 1.418
O -4.804 5.593 2.308
N -3.752 5.162 0.349
C -4.263 3.820 0.152
H -3.927 8.132 1.576
H -2.693 7.417 0.554
H -2.599 7.225 2.286
H -3.104 5.552 -0.317
H -3.491 3.122 0.490
H -4.436 3.691 -0.917
H -5.191 3.596 0.668
C -2.178 1.750 3.399
C -2.140 0.342 3.986
O -1.372 -0.477 3.504
N -3.068 0.042 4.912
C -3.185 -1.302 5.463
H -2.674 2.434 4.093
H -2.737 1.762 2.464
H -1.187 2.152 3.208
H -3.777 0.717 5.132
H -3.321 -2.004 4.637
H -4.025 -1.298 6.150
H -2.258 -1.578 5.964
C 4.920 -2.827 -1.607
C 3.989 -2.393 -2.702
O 3.662 -3.151 -3.617
N 3.439 -1.164 -2.662
C 3.628 -0.148 -1.641
H 4.405 -3.350 -0.801
H 5.505 -2.001 -1.202
H 5.604 -3.552 -2.046
H 2.799 -0.899 -3.399
H 3.468 -0.595 -0.659
H 2.952 0.698 -1.702
H 4.658 0.222 -1.640
C -1.558 4.535 -7.571
C -0.467 4.846 -6.578
O -0.165 6.025 -6.358
N 0.094 3.848 -5.882
C -0.174 2.425 -6.020
H -2.370 5.255 -7.461
H -2.079 3.589 -7.405
H -1.212 4.556 -8.604
H 0.838 4.098 -5.248
H 0.784 1.897 -5.971
H -0.586 1.993 -6.927
H -0.755 2.122 -5.149
C 0.133 9.316 4.139
C 0.299 8.647 2.778
O 0.584 9.317 1.802
N 0.059 7.314 2.755
C 0.102 6.589 1.500
H 1.100 9.350 4.648
H -0.560 8.795 4.800
H -0.154 10.354 4.001
H -0.206 6.882 3.620
H -0.640 5.793 1.450
H 1.061 6.083 1.359
H -0.005 7.302 0.689
C 0.509 5.709 -2.363
C -0.922 6.167 -2.477
O -1.611 6.194 -1.459
N -1.412 6.416 -3.698
C -2.788 6.835 -3.866
H 0.993 5.668 -3.340
H 0.486 4.687 -1.983
H 1.091 6.328 -1.685
H -0.837 6.390 -4.532
H -2.834 7.870 -3.508
H -3.488 6.333 -3.192
H -3.199 6.698 -4.860